*1*
DFT (ωB97M-V/def2-TZVPD) results for a cluster of 2 separate species, C4H11S2 in total.

Calculated values
charge	-1
Kohn-Sham gap	5.48	eV
2S+1	1
LUMO	3.08	eV

Last column: natural (NBO) charge in e.
CARTESIAN COORDINATES (ANGSTROEM)
C  1.816  -0.054  -2.331  -0.7375
S  3.001  0.671  -1.160  0.1258
C  1.878  0.882  0.243  -0.7299
H  1.195  0.743  -2.740  0.2056
H  1.226  -0.821  -1.841  0.2187
H  2.385  -0.508  -3.138  0.2097
H  1.057  1.562  0.033  0.2205
H  1.498  -0.091  0.544  0.2408
H  2.454  1.320  1.053  0.2301
C  -2.766  -0.839  1.150  -0.6159
C  -1.427  -0.137  1.031  -0.5233
S  -0.662  0.211  2.650  -0.7241
H  -3.482  -0.212  1.692  0.1946
H  -2.640  -1.735  1.754  0.2010
H  -3.219  -1.059  0.172  0.1651
H  -1.560  0.804  0.468  0.1627
H  -0.752  -0.738  0.418  0.1562

=====

*2*
DFT (ωB97M-V/def2-TZVPD) results for a cluster of 2 separate species, C4H11S2 in total.

Calculated values
charge	-1
Kohn-Sham gap	5.04	eV
2S+1	1
LUMO	2.90	eV

Last column: natural (NBO) charge in e.
CARTESIAN COORDINATES (ANGSTROEM)
C  0.090  1.200  -0.343  -0.6631
S  -1.194  2.029  -1.513  0.0968
C  -1.620  3.395  -0.360  -0.7467
H  0.838  1.949  -0.188  0.1945
H  -0.654  1.101  0.494  0.2412
H  0.581  0.456  -0.888  0.2321
H  -2.732  3.757  -0.742  0.2172
H  -0.937  4.259  -0.334  0.2079
H  -1.798  2.944  0.614  0.2132
C  1.584  -2.955  0.156  -0.6089
C  0.240  -2.298  0.516  -0.5443
S  -0.544  -3.047  1.949  -0.7194
H  2.162  -3.341  1.057  0.2102
H  1.502  -3.763  -0.667  0.1751
H  2.250  -2.201  -0.269  0.1620
H  0.603  -1.332  0.885  0.1622
H  -0.372  -2.153  -0.367  0.1696

=====

Stability summary: most stable *1*, least stable *2*.

=====

*1*
DFT (ωB97M-V/def2-TZVPD) results for a cluster of 2 separate species, C8H19NO in total.

Calculated values
Kohn-Sham gap	10.06	eV
2S+1	1
LUMO	0.78	eV

Last column: natural (NBO) charge in e.
CARTESIAN COORDINATES (ANGSTROEM)
C  2.292  -0.021  1.665  -0.4044
C  1.430  -0.818  2.657  -0.6169
C  3.597  0.587  2.193  -0.6200
H  1.716  0.862  1.342  0.1959
H  2.459  -0.597  0.760  0.1938
H  0.853  -1.738  2.368  0.2158
H  2.075  -1.171  3.462  0.1979
H  3.915  0.292  3.183  0.2099
H  0.742  -0.080  3.070  0.2112
H  3.713  1.643  1.969  0.2110
H  4.354  0.164  1.515  0.2064
C  -1.947  -1.389  -1.232  -0.2145
C  -0.602  -2.062  -0.803  -0.6654
C  -0.833  0.289  -2.507  -0.4108
C  -2.254  2.525  -1.155  -0.7019
C  -2.439  1.039  -0.706  0.6953
O  -3.051  0.966  0.341  -0.6134
N  -1.608  0.067  -1.268  -0.4600
H  -2.365  -1.786  -2.184  0.1888
H  -2.724  -1.509  -0.472  0.2323
H  0.180  -2.629  -1.267  0.2276
H  -0.790  -2.737  0.012  0.2177
H  -1.211  -0.290  -3.375  0.1974
H  -3.090  2.549  -1.915  0.2210
H  -0.017  -1.204  -0.492  0.2207
H  -0.840  1.327  -2.778  0.2039
H  0.275  0.020  -2.288  0.2044
H  -2.459  3.124  -0.310  0.2499
H  -1.371  2.574  -1.784  0.2062

=====

*2*
DFT (ωB97M-V/def2-TZVPD) results for a cluster of 2 separate species, C8H19NO in total.

Calculated values
Kohn-Sham gap	10.00	eV
2S+1	1
LUMO	0.84	eV

Last column: natural (NBO) charge in e.
CARTESIAN COORDINATES (ANGSTROEM)
C  0.339  -0.690  0.663  -0.2482
C  -0.164  -2.110  0.669  -0.6293
C  -0.221  0.591  2.661  -0.4109
C  -1.898  0.668  -0.723  -0.7148
C  -1.688  0.869  0.784  0.6938
O  -2.388  1.598  1.449  -0.6079
N  -0.742  0.053  1.432  -0.4578
H  1.124  -0.700  1.398  0.2059
H  0.606  -0.370  -0.319  0.2263
H  -0.560  -2.375  1.627  0.2254
H  0.455  -2.858  0.154  0.2114
H  -0.991  0.901  3.370  0.2364
H  -1.530  1.646  -1.074  0.2374
H  -1.155  -2.286  0.136  0.2048
H  0.392  -0.181  3.134  0.1892
H  0.523  1.421  2.514  0.1807
H  -1.282  -0.167  -1.048  0.2108
H  -2.885  0.515  -1.129  0.2446
C  2.016  -0.100  -2.633  -0.4045
C  2.029  1.165  -1.782  -0.6189
C  1.916  -1.480  -1.970  -0.6406
H  1.287  0.046  -3.454  0.2015
H  2.851  -0.183  -3.317  0.1999
H  0.976  1.280  -1.494  0.1951
H  1.038  -2.071  -1.795  0.2138
H  2.477  -2.060  -2.720  0.2183
H  2.191  2.041  -2.398  0.2236
H  2.533  1.030  -0.821  0.2096
H  2.566  -1.531  -1.107  0.2044

=====

Stability summary: most stable *2*, least stable *1*.

=====

*1*
DFT (ωB97M-V/def2-TZVPD) results for a cluster of 2 separate species, C8H19NO in total.

Calculated values
Kohn-Sham gap	8.76	eV
2S+1	1
LUMO	0.70	eV

Last column: natural (NBO) charge in e.
CARTESIAN COORDINATES (ANGSTROEM)
C  2.011  -1.120  -0.049  -0.2163
C  1.756  0.346  0.336  -0.3899
C  2.982  -1.199  -1.230  -0.5995
C  0.715  -1.863  -0.381  -0.6104
C  1.031  0.529  1.668  -0.6088
H  2.479  -1.614  0.811  0.1917
H  2.718  0.865  0.389  0.2023
H  1.190  0.827  -0.469  0.1831
H  2.565  -0.696  -2.105  0.1983
H  0.921  -2.906  -0.624  0.2142
H  3.182  -2.236  -1.503  0.2090
H  3.935  -0.724  -0.991  0.2064
H  0.228  -1.413  -1.250  0.1930
H  0.006  -1.850  0.446  0.2157
H  0.892  1.587  1.893  0.2074
H  1.608  0.089  2.483  0.2096
H  0.051  0.054  1.667  0.1974
C  -1.697  2.382  -0.218  -0.4186
C  -2.961  -0.536  0.706  -0.8727
N  -1.830  0.993  -0.661  -0.7231
C  -3.318  0.281  -0.361  0.6404
O  -4.137  0.396  -1.227  -0.5961
H  -1.663  0.890  -1.659  0.4091
H  -0.705  2.773  -0.451  0.2047
H  -2.458  3.005  -0.692  0.2169
H  -1.836  2.419  0.861  0.2135
H  -1.504  0.072  0.024  0.4777
H  -2.482  -0.071  1.560  0.2150
H  -3.679  -1.279  1.026  0.2299

=====

*2*
DFT (ωB97M-V/def2-TZVPD) results for a cluster of 2 separate species, C8H19NO in total.

Calculated values
Kohn-Sham gap	10.32	eV
2S+1	1
LUMO	0.90	eV

Last column: natural (NBO) charge in e.
CARTESIAN COORDINATES (ANGSTROEM)
C  1.138  1.544  -0.321  -0.2338
C  2.300  2.528  -0.141  -0.6245
C  1.856  -0.692  0.302  -0.4272
C  -0.141  0.531  -2.669  -0.7300
C  0.713  -0.328  -1.766  0.6921
O  0.591  -1.535  -1.864  -0.6152
N  1.562  0.247  -0.822  -0.4392
H  0.597  1.514  0.618  0.1890
H  0.617  2.067  -1.118  0.2127
H  2.031  3.554  -0.391  0.2109
H  3.121  2.369  -0.849  0.2175
H  2.810  -0.403  0.731  0.1986
H  -0.310  -0.097  -3.543  0.2495
H  2.806  2.521  0.827  0.2046
H  1.109  -0.558  1.076  0.1861
H  1.888  -1.655  -0.182  0.2498
H  -1.155  0.606  -2.270  0.2425
H  0.245  1.495  -2.987  0.2188
C  -2.041  -1.114  2.062  -0.4021
C  -2.866  -0.429  0.944  -0.5984
C  -1.108  -2.124  1.421  -0.6184
H  -1.463  -0.324  2.539  0.1963
H  -2.771  -1.663  2.648  0.2036
H  -3.539  -1.144  0.480  0.2042
H  -2.159  -0.070  0.188  0.1881
H  -1.559  -2.948  0.870  0.2103
H  -0.354  -1.712  0.747  0.2093
H  -3.391  0.468  1.276  0.2030
H  -0.529  -2.648  2.194  0.2019

=====

Stability summary: most stable *2*, least stable *1*.

=====

*1*
DFT (ωB97M-V/def2-TZVPD) results for a structure of composition C6H8S.

Calculated values
Kohn-Sham gap	8.72	eV
2S+1	1
LUMO	0.47	eV

Last column: natural (NBO) charge in e.
CARTESIAN COORDINATES (ANGSTROEM)
C  0.550  -0.589  -0.465  -0.1791
C  1.088  0.633  -0.858  0.0015
C  -0.150  -0.682  0.782  -0.4627
C  0.707  1.516  0.370  -0.5011
C  -0.282  0.712  1.326  -0.4097
C  0.273  -0.938  -1.773  -0.2144
S  -1.274  -1.610  -2.251  0.0357
H  -1.068  -1.205  0.591  0.2079
H  0.473  -1.174  1.572  0.2342
H  1.547  1.973  0.779  0.2333
H  0.075  2.372  0.053  0.2189
H  -1.238  1.210  1.141  0.2115
H  0.120  0.731  2.337  0.2121
H  0.915  -0.853  -2.662  0.2701
H  -1.737  -2.096  -0.943  0.1417

=====

*2*
DFT (ωB97M-V/def2-TZVPD) results for an isolated molecule of C6H8S.

Calculated values
Kohn-Sham gap	9.59	eV
2S+1	1
LUMO	0.88	eV

Last column: natural (NBO) charge in e.
CARTESIAN COORDINATES (ANGSTROEM)
C  -0.592  0.618  0.103  -0.3733
C  0.632  1.143  -0.498  -0.2001
C  1.739  0.701  -0.184  -0.1915
C  1.921  -0.501  0.648  -0.4776
C  0.598  -0.988  1.384  -0.1581
C  -0.698  -0.579  1.270  -0.1831
H  -2.490  0.839  -1.497  0.1273
H  -1.117  1.321  0.665  0.2271
H  0.556  1.931  -1.371  0.2265
H  2.610  1.195  -0.622  0.2073
H  2.339  -1.347  0.054  0.2291
H  2.630  -0.530  1.494  0.2227
H  1.091  -1.734  2.160  0.1888
H  -1.509  -0.968  1.626  0.2072
S  -1.607  -0.192  -1.178  -0.0523

=====

Stability summary: most stable *2*, least stable *1*.